Entry 1:
Here is a single C8H11ClO molecule in a non-equilibrium geometry from the OMol25 dataset. Energies are from ωB97M-V/def2-TZVPD.

The value obtained for the orbital gap is 8.76 eV. As for the structure (SMILES): CC1=CC=C[C@@](C)(Cl)[C@@H]1O. The HOMO energy comes out at -8.63 eV. The LUMO energy is 0.126 eV.

Geometry (Å):
C1 -2.62119 -0.07311 -0.68041
C2 -1.26984 0.35806 -0.21262
C3 -1.06744 1.55773 0.34643
C4 0.19383 1.95948 0.85010
C5 1.16213 1.06506 0.78699
C6 0.92402 -0.36815 0.54274
C7 2.16163 -1.13488 0.21579
Cl1 0.53536 -1.01798 2.29589
C8 -0.19129 -0.63422 -0.40605
O1 0.25762 -0.52996 -1.81158
H1 -2.73176 -0.09713 -1.81029
H2 -3.36175 0.52669 -0.22376
H3 -2.74765 -1.09194 -0.41367
H4 -1.93309 2.02752 0.76155
H5 0.48173 3.04728 0.95390
H6 2.22399 1.39463 1.01598
H7 1.99199 -2.11704 -0.08553
H8 2.84103 -1.18903 0.93752
H9 2.61326 -0.78793 -0.73122
H10 -0.42273 -1.75375 -0.33231
H11 0.96012 -1.14132 -1.99946

Mulliken atomic charge list, values in e, 6 entries: C -1.6156; C 0.4921; C -0.2804; C -0.5949; C -0.7389; C 1.2330

***

Entry 2:
Here is a single C8H11FO3 molecule in a non-equilibrium geometry from the OMol25 dataset. Energies are from ωB97M-V/def2-TZVPD.

The value obtained for the orbital gap (spin up / spin down) is 6.89 / 7.54 eV. The HOMO energy (spin up / spin down) comes out at -6.02 / -9.38 eV. Its expectation value of S² is 2.013. Its multiplicity is 3. The LUMO energy (spin up / spin down) is 0.879 / -1.841 eV.

Geometry (Å):
C1 1.25668 -1.18500 0.94951
C2 0.91942 -0.56917 2.05123
C3 -0.08775 0.29447 -1.11170
C4 1.96421 -0.97698 -1.69691
C5 2.60592 -2.04575 -0.68385
C6 1.39180 0.04916 -0.95789
C7 -2.50203 1.69483 0.79375
C8 -1.82154 1.89634 -0.52187
O1 -0.87930 -0.53598 -1.56116
O2 1.72547 -2.27133 0.38897
O3 -0.40529 1.51279 -0.58641
F1 2.18485 1.18087 -0.75911
H1 0.86131 -1.00597 3.03166
H2 0.48257 0.44741 1.92972
H3 2.55275 -0.41250 -2.44660
H4 1.17581 -1.46824 -2.14345
H5 2.68572 -2.98502 -1.20017
H6 3.56307 -1.66070 -0.25208
H7 -3.40435 2.20838 0.68767
H8 -2.78149 0.64961 0.97042
H9 -1.91889 2.22206 1.50167
H10 -1.77683 3.02400 -0.68704
H11 -2.30153 1.29903 -1.39300

Mulliken atomic charge list, values in e, 6 entries: C 0.4349; C -0.8848; C 0.5600; C -0.8127; C -0.4460; C 0.6008

***

Entry 3:
Here is 2 unconnected molecules or ions with the total composition C8H11IN2OS in a non-equilibrium geometry from the OMol25 dataset. Energies are from ωB97M-V/def2-TZVPD.

The value obtained for the orbital gap (spin up / spin down) is 6.09 / 6.28 eV. The HOMO energy (spin up / spin down) comes out at -6.18 / -9.05 eV. Its expectation value of S² is 2.008. Its multiplicity is 3. The LUMO energy (spin up / spin down) is -0.083 / -2.765 eV.

Geometry (Å):
C1 3.90555 -0.79482 -0.02953
C2 3.34968 -2.02229 0.32786
C3 3.17058 0.09230 -0.87377
C4 1.97746 -2.23285 0.10076
C5 1.86574 -0.16694 -1.20794
C6 1.22562 -1.21884 -0.53360
C7 -3.83109 2.70419 0.87486
C8 -0.22435 -1.47581 -0.68383
N1 -3.54639 1.97334 -0.36489
N2 -1.10503 -0.77925 -1.26765
O1 -3.19120 -0.45192 0.81065
S1 -3.69684 0.48328 -0.53675
I1 -6.07120 -0.28110 -0.16688
H1 4.87565 -0.66526 0.22326
H2 3.91889 -2.72394 0.73917
H3 3.50896 1.01500 -1.37542
H4 1.39844 -3.06293 0.45255
H5 1.24552 0.46686 -1.88311
H6 -2.99196 2.32369 1.43507
H7 -4.86990 2.59788 1.33165
H8 -3.79477 3.71245 0.54483
H9 -0.61545 -2.52345 -0.23198
H10 -2.43639 -0.91709 0.51959
H11 -0.91643 0.06484 -1.76872

Mulliken atomic charge list, values in e, 6 entries: C -0.6276; C -0.5567; C -0.2913; C -0.4949; C -0.4320; C 1.0060

***

Entry 4:
Here is a molecular structure, C8H11MnNPS in a non-equilibrium geometry from the OMol25 dataset. Energies are from ωB97M-V/def2-TZVPD.

The value obtained for the orbital gap (spin up / spin down) is 5.54 / 5.49 eV. The HOMO energy (spin up / spin down) comes out at -5.36 / -5.43 eV. Its expectation value of S² is 6.102. Its multiplicity is 5. The LUMO energy (spin up / spin down) is 0.178 / 0.058 eV.

Geometry (Å):
C1 0.33614 -0.74355 -2.37020
C2 -0.89401 -0.07313 -2.92405
C3 -0.91425 1.34117 -2.62083
C4 0.13903 1.55188 -1.70185
C5 1.11702 0.44708 -1.77068
Mn1 -0.49632 -0.19419 -0.65218
P1 0.01329 -2.28187 0.41843
H1 0.33595 -1.80092 -2.63145
H2 -1.69260 -0.48829 -3.41160
H3 -1.62272 2.02071 -2.92572
H4 2.12647 0.61181 -1.36399
H5 0.27208 2.49696 -1.08965
H6 1.18998 -2.49255 1.17559
H7 0.00439 -3.52156 -0.34108
H8 -0.76050 -2.74266 1.48894
S1 -0.74770 1.00175 3.95161
C6 0.91755 0.70629 3.38436
C7 0.96653 0.59338 2.01006
N1 -0.29983 0.71038 1.39075
C8 -1.25509 0.96756 2.35762
H9 1.74782 0.57548 4.05837
H10 1.83302 0.32133 1.43032
H11 -2.31626 0.99293 2.13723

Mulliken atomic charge list, values in e, 6 entries: C -1.1519; C -0.4818; C -0.2338; C -0.7037; C -0.2836; Mn 0.3558

***

Entry 5:
Here is a single C8H11N molecule in a non-equilibrium geometry from the OMol25 dataset. Energies are from ωB97M-V/def2-TZVPD.

The value obtained for the orbital gap is 9.72 eV. As for the structure (SMILES): [H]/N=C/[C@H]1C(=C)C12CCC2. The HOMO energy comes out at -8.71 eV. The LUMO energy is 1.013 eV.

Geometry (Å):
H1 3.39307 -2.25691 -0.09489
N1 2.79944 -1.60169 0.40661
C1 2.23323 -0.63132 -0.11486
C2 1.06402 0.32493 0.91670
C3 0.55916 1.41622 0.02935
C4 0.81410 2.54187 -0.58779
C5 -0.24358 0.17099 0.18573
C6 -1.72185 0.17239 0.67124
C7 -2.08147 -0.88251 -0.38412
C8 -0.59605 -0.87465 -0.77694
H2 2.06195 -0.01523 -1.05440
H3 1.11284 0.21146 1.99348
H4 0.00310 3.05845 -1.03980
H5 1.65228 3.13666 -0.62081
H6 -2.23138 1.15639 0.58526
H7 -1.78623 -0.17078 1.73329
H8 -2.41224 -1.85273 -0.00441
H9 -2.79970 -0.44327 -1.02903
H10 -0.12397 -1.82391 -0.56535
H11 -0.26511 -0.55691 -1.86281

Mulliken atomic charge list, values in e, 6 entries: H 0.2474; N -0.5602; C -0.0476; C -0.3410; C -0.3457; C -0.8784

***

Entry 6:
Here is a single C8H11N11 molecule in a non-equilibrium geometry from the OMol25 dataset. Energies are from ωB97M-V/def2-TZVPD.

The value obtained for the orbital gap is 8.19 eV. The HOMO energy comes out at -8.22 eV. The LUMO energy is -0.028 eV.

Geometry (Å):
N1 -4.74142 0.89506 1.87019
N2 -3.77228 2.47539 0.05248
N3 2.92888 0.25981 2.21058
N4 0.25339 1.89119 2.03698
N5 2.07909 -0.91949 0.31485
N6 0.06397 -0.22472 -0.76525
N7 -4.22755 1.71226 0.99549
C1 4.07189 -0.22745 2.21437
C2 -0.60521 2.45343 1.30758
C3 1.09986 -1.01696 -0.54682
C4 1.90547 -0.00606 1.28578
C5 0.05034 0.70261 0.15440
C6 0.77593 0.79729 1.26554
N8 4.68742 -0.82830 1.27274
N9 4.56987 0.00801 3.29965
N10 1.39593 -2.06993 -1.31134
N11 -0.68854 1.84336 0.08548
C7 -2.96611 1.77353 -0.97199
C8 -1.47226 2.16617 -1.10978
H1 -1.29853 3.19773 1.59822
H2 3.89319 -1.00346 0.59027
H3 4.92303 -1.67716 1.72202
H4 5.49683 0.45979 3.19800
H5 3.86876 0.65085 3.71149
H6 2.03366 -2.66592 -0.87464
H7 0.49050 -2.40584 -1.70726
H8 -2.93206 0.71102 -0.75823
H9 -3.55105 1.95328 -1.92710
H10 -1.42482 3.24690 -1.34081
H11 -1.03289 1.72292 -1.99756

Mulliken atomic charge list, values in e, 6 entries: N -0.3758; N -0.3295; N -0.4383; N -0.7085; N -0.6330; N -0.6530

***

Entry 7:
Here is 2 unconnected molecules or ions with the total composition C8H11N2 in a non-equilibrium geometry from the OMol25 dataset. Energies are from ωB97M-V/def2-TZVPD.

The value obtained for the orbital gap is 8.19 eV. The HOMO energy comes out at -13.22 eV. The LUMO energy is -5.032 eV. As for the total charge: +1.

Geometry (Å):
C1 1.80523 0.51901 2.31803
C2 2.40123 0.01579 1.13760
C3 0.52628 1.16293 2.26001
C4 1.77256 0.10935 -0.10619
C5 -0.12112 1.15524 1.05538
C6 0.46043 0.62566 -0.12765
C7 -1.80958 -2.50487 -1.58918
C8 -1.45146 1.39756 -1.41469
N1 -0.93322 -1.77285 -1.09522
N2 -0.43869 0.59508 -1.20192
H1 2.44492 0.37934 3.11194
H2 3.37938 -0.47425 1.04885
H3 -0.09705 1.68887 2.96549
H4 2.11341 -0.11895 -1.06091
H5 -1.07886 1.54482 1.17814
H6 -1.67729 -2.57697 -2.68331
H7 -2.17405 1.40600 -2.24541
H8 -1.74064 2.07764 -0.73669
H9 -2.37768 -3.15587 -0.94228
H10 -0.11335 -0.20583 -1.77968
H11 -0.89045 -1.86770 -0.09230

Mulliken atomic charge list, values in e, 6 entries: C -0.5537; C -0.4474; C -0.7803; C -0.4286; C -0.1351; C 0.6655

***

Entry 8:
Here is 2 unconnected molecules or ions with the total composition C8H11N2O in a non-equilibrium geometry from the OMol25 dataset. Energies are from ωB97M-V/def2-TZVPD.

The value obtained for the orbital gap is 10.47 eV. The HOMO energy comes out at -13.66 eV. The LUMO energy is -3.194 eV. As for the total charge: +1.

Geometry (Å):
C1 3.47082 0.02150 -0.03730
C2 2.73160 0.42793 -1.13864
C3 2.82123 -0.52686 1.02290
C4 1.37280 0.21113 -1.21992
C5 1.41200 -0.69506 0.89882
C6 -1.24120 -0.90158 -0.35564
C7 -3.35989 -0.40877 -0.33535
C8 -1.66878 1.27516 0.80573
N1 0.70496 -0.25870 -0.20263
N2 -1.96976 0.02075 0.03645
O1 -1.09124 -1.90801 -0.85215
H1 4.55728 0.20727 -0.19979
H2 3.24189 1.02358 -1.91158
H3 3.40376 -1.04356 1.79995
H4 0.88528 0.71777 -2.06598
H5 0.73995 -1.27664 1.70554
H6 -3.92062 0.34680 0.09904
H7 -3.59773 -0.54505 -1.32225
H8 -3.52020 -1.38157 0.23571
H9 -1.04255 1.98446 0.32861
H10 -2.63712 1.79207 1.04568
H11 -1.29248 0.91737 1.66280

Mulliken atomic charge list, values in e, 6 entries: C 0.0261; C -0.5742; C -0.7657; C -0.0640; C 0.0907; C 0.7169

***

Entry 9:
Here is a single C8H11N3O molecule in a non-equilibrium geometry from the OMol25 dataset. Energies are from ωB97M-V/def2-TZVPD.

The value obtained for the orbital gap is 9.36 eV. As for the structure (SMILES): [H]/N=C(/N)Nc1cccc(OC)c1. The HOMO energy comes out at -8.65 eV. The LUMO energy is 0.708 eV.

Geometry (Å):
H1 3.94243 -1.13199 -1.31940
N1 3.99375 -1.04781 -0.31758
C1 2.92736 -0.46165 0.12051
N2 2.74951 -0.26335 1.42802
N3 1.88392 -0.06226 -0.69257
C2 0.69487 0.35723 -0.17724
C3 0.34971 1.68658 -0.29650
C4 -0.96318 2.08328 0.06074
C5 -1.94020 1.17538 0.40396
C6 -1.66246 -0.24321 0.43588
O1 -2.47214 -1.30613 0.69170
C7 -3.32969 -1.41478 -0.41485
C8 -0.33436 -0.54344 0.08586
H2 3.68666 -0.38643 1.86954
H3 2.38511 0.64686 1.73424
H4 2.05988 -0.13181 -1.67545
H5 1.00142 2.45421 -0.71028
H6 -1.13579 3.19707 0.03170
H7 -2.95046 1.38306 0.73790
H8 -2.79599 -1.85275 -1.22549
H9 -3.81664 -0.44579 -0.64199
H10 -4.15691 -2.05531 -0.16267
H11 -0.11677 -1.63694 0.03397

Mulliken atomic charge list, values in e, 6 entries: H 0.1791; N -0.8260; C 0.5569; N -0.4946; N -0.1547; C -0.4940

***

Entry 10:
Here is a single C8H11NO molecule in a non-equilibrium geometry from the OMol25 dataset. Energies are from ωB97M-V/def2-TZVPD.

The value obtained for the orbital gap is 9.52 eV. As for the structure (SMILES): [H]/N=C(/O)C1=C(C)[C@@H]2C[C@@H]2C1. The HOMO energy comes out at -8.70 eV. The LUMO energy is 0.819 eV.

Geometry (Å):
H1 -2.64250 0.96533 -0.85896
N1 -2.67086 0.09524 -1.38247
C1 -1.58623 -0.58078 -1.24655
O1 -1.64733 -1.83092 -1.72892
C2 -0.52091 -0.37800 -0.25066
C3 0.07706 0.80418 0.02002
C4 -0.21004 2.15773 -0.54507
C5 1.16656 0.61618 1.02183
C6 2.30285 -0.27464 0.57037
C7 1.17329 -0.85651 1.36653
C8 0.02857 -1.50692 0.60375
H2 -2.62159 -2.08329 -1.54590
H3 0.73224 2.69100 -0.73321
H4 -0.79355 2.11007 -1.47306
H5 -0.78440 2.76232 0.17622
H6 1.36681 1.40137 1.75337
H7 3.25819 -0.15261 1.08200
H8 2.37454 -0.51149 -0.49409
H9 1.37706 -1.18131 2.38695
H10 -0.74276 -1.89149 1.28972
H11 0.36299 -2.35548 -0.01188

Mulliken atomic charge list, values in e, 6 entries: H 0.2573; N -0.7573; C 0.1883; O -0.5053; C 0.2094; C 0.7934

***

Entry 11:
Here is 2 unconnected molecules or ions with the total composition C8H11NO in a non-equilibrium geometry from the OMol25 dataset. Energies are from ωB97M-V/def2-TZVPD.

The value obtained for the orbital gap is 10.67 eV. The HOMO energy comes out at -9.95 eV. The LUMO energy is 0.725 eV.

Geometry (Å):
C1 -4.40296 0.54114 0.53592
C2 -2.90716 0.40737 0.74862
C3 -2.38648 -0.52402 1.86162
C4 -2.60784 -1.81134 0.99622
C5 -1.17512 -2.31430 1.23159
C6 -1.03574 -0.78519 1.11262
C7 0.17506 0.02028 1.19438
N1 1.00287 0.67870 1.73620
C8 -2.13988 -0.69892 -0.00155
H1 -4.90672 -0.43639 0.53302
H2 -4.85489 1.15223 1.33073
H3 -4.61458 1.03257 -0.42482
H4 -2.41634 1.39374 0.72235
H5 -2.49344 -0.44759 2.95154
H6 -3.53320 -2.39449 0.92828
H7 -0.95692 -2.74537 2.21813
H8 -0.72293 -2.90959 0.42624
H9 -1.95696 -0.82610 -1.07650
O1 1.35787 1.11075 -0.76705
H10 1.79188 1.33071 0.24146
H11 1.29086 0.22237 -1.13130

Mulliken atomic charge list, values in e, 6 entries: C -1.4308; C 0.0965; C -0.2952; C -0.6109; C -0.5382; C 0.7138